18
Properties=species:S:1:pos:R:3 method="wB97M-V/def2-TZVPD" relative_energy_kcal_mol=140.8 e_lumo_ev="-0.171 / -0.172" e_homo_ha="-0.298 / -0.298" energy_ev=-12958.6025 gap_ha="0.2915 / 0.2915"
C 1.02 0.90 1.67
C 1.17 0.50 0.23
N 1.03 -1.93 -0.87
O 0.32 -1.08 0.02
O 2.21 0.50 -0.40
H 1.41 -2.67 -0.28
H 1.84 -1.38 -1.19
H 1.12 1.98 1.75
H 0.05 0.60 2.06
H 1.81 0.41 2.24
C -2.23 -0.22 -0.36
C -0.89 0.04 -0.97
C -0.17 1.23 -0.65
O -0.29 2.42 -0.72
H -0.64 -0.46 -1.90
H -2.99 -0.16 -1.14
H -2.29 -1.20 0.10
H -2.49 0.52 0.40

=====

18
Properties=species:S:1:pos:R:3 method="wB97M-V/def2-TZVPD" relative_energy_kcal_mol=64.1 e_lumo_ev=0.715 e_homo_ha=-0.358 energy_ev=-12961.9277 gap_ha=0.3840
O 1.07 1.52 0.59
O -2.88 0.18 -0.27
O 0.59 -0.71 0.27
C 1.44 0.38 0.33
C -1.70 -0.01 -0.53
N -0.83 -0.48 0.46
C 2.92 0.27 0.02
C -1.21 0.32 -1.94
C -1.37 -0.83 1.76
H 3.48 0.90 0.71
H 3.06 0.64 -1.02
H 3.28 -0.73 0.13
H -1.96 0.94 -2.50
H -1.03 -0.59 -2.46
H -0.29 0.90 -1.89
H -1.43 0.07 2.41
H -0.75 -1.57 2.26
H -2.38 -1.21 1.69

=====

18
Properties=species:S:1:pos:R:3 method="wB97M-V/def2-TZVPD" relative_energy_kcal_mol=72.3 e_lumo_ev=0.348 e_homo_ha=-0.310 energy_ev=-12961.5698 gap_ha=0.3227
C -1.72 -0.23 -0.39
C 0.81 -0.47 0.28
C 1.03 0.17 -1.01
C -0.47 0.34 0.15
C 0.70 -1.94 0.31
N -0.53 1.54 0.88
O -1.91 -1.24 -1.06
O -2.75 0.51 0.07
O 1.60 1.43 -1.18
H 1.44 0.05 1.08
H 0.62 -0.20 -2.00
H 1.65 -2.51 0.23
H 0.18 -2.02 -0.61
H 0.07 -2.32 1.18
H -0.33 2.30 0.20
H 0.19 1.63 1.62
H -2.49 1.27 0.55
H 1.90 1.70 -0.31

=====

18
Properties=species:S:1:pos:R:3 method="wB97M-V/def2-TZVPD" relative_energy_kcal_mol=63.5 e_lumo_ev=0.557 e_homo_ha=-0.351 energy_ev=-12961.9516 gap_ha=0.3711
C 1.67 1.03 0.84
C -0.67 0.45 1.05
O 0.68 0.20 1.41
O -0.88 1.61 0.34
H -1.22 0.58 2.00
H 1.45 2.09 1.00
H 1.80 0.84 -0.23
H 2.60 0.76 1.36
C 0.36 -0.57 -2.00
N -0.11 0.52 -2.22
C -1.27 -0.77 0.33
C -0.84 -2.01 0.51
O 1.05 -1.46 -1.74
H -0.57 1.47 -0.58
H -0.57 0.88 -3.03
H -2.22 -0.55 -0.14
H 0.11 -2.20 0.99
H -1.37 -2.86 0.11

=====

18
Properties=species:S:1:pos:R:3 method="wB97M-V/def2-TZVPD" relative_energy_kcal_mol=106.3 e_lumo_ev=0.556 e_homo_ha=-0.355 energy_ev=-12960.0962 gap_ha=0.3757
C 1.42 1.22 1.92
N 0.73 0.52 0.88
C 0.37 0.93 -0.48
C -0.35 -0.43 -0.63
C -1.85 -0.33 -0.77
O -1.86 -1.44 -1.63
C 0.16 -0.70 0.81
O 0.08 -1.62 1.60
H 1.48 0.57 2.80
H 2.44 1.48 1.60
H 0.89 2.14 2.19
H -0.25 1.84 -0.51
H 1.24 1.07 -1.13
H -2.37 -0.53 0.18
H -2.16 0.58 -1.29
O 0.47 -1.31 -1.82
H -0.93 -1.77 -2.22
H 0.49 -2.23 -1.51

=====

18
Properties=species:S:1:pos:R:3 method="wB97M-V/def2-TZVPD" relative_energy_kcal_mol=23.1 e_lumo_ev=0.805 e_homo_ha=-0.359 energy_ev=-12963.7056 gap_ha=0.3885
C 0.96 -1.03 -1.41
C 1.10 0.13 -0.48
C 0.01 1.81 1.05
C -0.61 -0.58 1.15
C -0.22 0.56 0.20
N -0.17 -1.42 -1.81
O -1.82 -1.09 0.89
O 0.10 -1.00 2.03
O -1.22 0.85 -0.72
H -2.03 -1.79 1.52
H 1.91 -1.48 -1.71
H -0.16 -2.21 -2.46
H -1.36 0.05 -1.25
H 1.50 0.97 -1.05
H 1.83 -0.13 0.29
H 0.74 1.61 1.84
H -0.94 2.12 1.50
H 0.38 2.62 0.41

=====

19
Properties=species:S:1:pos:R:3 method="wB97M-V/def2-TZVPD" relative_energy_kcal_mol=68.2 e_lumo_ev=0.442 e_homo_ha=-0.369 energy_ev=-15009.2860 gap_ha=0.3848
C -0.02 -1.33 -1.82
N -0.01 -0.21 -0.88
C -0.78 -0.47 0.66
O -1.34 -1.53 0.83
C -0.09 0.30 1.75
C 1.36 0.56 1.41
O 1.42 1.26 0.17
C 1.08 0.64 -0.96
O 1.68 0.85 -1.99
H -0.25 -2.27 -1.31
H -0.78 -1.13 -2.59
H 0.95 -1.49 -2.29
H -0.62 1.25 1.90
H -0.16 -0.27 2.69
H 1.84 1.20 2.16
H 1.92 -0.38 1.32
H -1.54 0.70 -1.06
O -2.38 0.73 -0.20
H -2.30 1.59 0.22